No. 1
24
Properties=species:S:1:pos:R:3:mulliken_charge:R:1 method="wB97M-V/def2-TZVPD" lumo_ev="-0.38 / -0.32" homo_ev="-6.761 / -7.217" charge=0 relative_energy_ev=6.718 fmax_ev_per_a=5.199
C -2.200 1.251 0.208 -0.70
C -0.880 1.218 0.453 -0.53
C -2.944 0.073 -0.261 0.75
C -0.204 0.081 -0.044 0.40
C -4.282 0.092 -0.146 -1.07
C 1.822 -0.197 -1.473 -1.45
C 1.681 -1.702 0.568 -1.98
C 2.380 0.783 0.767 -1.16
C 1.497 -0.240 0.066 1.95
N -2.170 -1.065 -0.587 -0.66
O -0.836 -0.999 -0.316 -0.04
H -2.669 2.114 0.479 0.38
H -0.324 2.076 0.854 0.24
H -4.839 -0.709 -0.285 0.44
H -4.734 1.034 0.338 0.16
H 1.197 0.441 -2.118 0.32
H 2.822 0.195 -1.633 0.41
H 1.730 -1.221 -1.789 0.34
H 2.685 -1.861 0.510 0.63
H 1.222 -2.486 -0.125 0.36
H 1.194 -1.950 1.485 0.38
H 1.708 1.544 1.248 0.23
H 3.165 1.251 0.205 0.29
H 2.981 0.278 1.596 0.31



No. 2
45
Properties=species:S:1:pos:R:3:mulliken_charge:R:1 method="wB97M-V/def2-TZVPD" spin_multiplicity=3 lumo_ev="1.63 / 0.97" homo_ev="-4.387 / -4.675" charge=-1 fmax_ev_per_a=3.316
W 10.519 -12.950 -5.219 1.04
C 14.076 -13.747 -2.737 -1.83
C 12.686 -13.762 -3.333 0.45
N 12.315 -12.762 -4.123 1.19
N 13.093 -11.672 -4.156 -1.47
C 12.463 -10.586 -4.556 0.40
N 13.131 -9.364 -4.528 -0.56
S 10.809 -10.542 -5.085 -0.34
C 11.745 -14.800 -3.211 1.03
C 11.865 -15.920 -2.358 -0.96
C 10.900 -16.845 -2.220 -0.40
C 9.664 -16.627 -2.879 -0.96
C 9.571 -15.592 -3.762 -0.06
N 10.651 -14.735 -3.948 -0.42
H 14.463 -14.694 -2.675 0.58
H 14.050 -13.269 -1.751 0.25
H 14.679 -13.011 -3.268 0.42
H 14.065 -9.571 -4.853 0.30
H 12.693 -8.803 -5.198 0.32
H 12.873 -16.033 -1.910 0.25
H 11.116 -17.805 -1.725 0.39
H 8.855 -17.359 -2.762 0.40
H 8.732 -15.353 -4.360 0.50
I 5.771 -13.470 -4.570 0.01
C 6.727 -12.890 -2.862 -0.46
C 6.023 -12.782 -1.688 -0.74
C 6.651 -12.236 -0.574 0.29
I 5.513 -12.016 1.109 0.04
C 8.005 -11.967 -0.604 0.50
C 8.800 -11.559 0.558 -0.74
C 10.157 -11.420 0.420 -1.07
C 10.763 -11.776 -0.855 0.01
N 10.102 -12.172 -1.891 0.27
C 8.752 -12.268 -1.802 0.39
C 8.113 -12.708 -3.030 -0.01
O 8.815 -12.979 -4.045 -0.41
H 4.952 -12.989 -1.654 0.34
H 8.331 -11.435 1.481 0.26
H 10.787 -11.321 1.303 0.31
H 11.822 -11.795 -0.887 0.37
S 13.797 -14.371 -7.991 -0.64
Sb 12.515 -12.719 -7.185 0.89
S 9.550 -14.511 -6.773 -0.24
S 9.382 -12.595 -7.388 -0.26
S 13.181 -10.781 -8.003 -0.64



No. 3
111
Properties=species:S:1:pos:R:3:mulliken_charge:R:1 method="wB97M-V/def2-TZVPD" smiles="C[C@H]1COC(=O)O1.C[C@H]1COC(=O)O1.C[C@H]1COC(=O)O1.C[C@H]1COC(=O)O1.C[C@H]1COC(=O)O1.C[C@H]1COC(=O)O1.C[C@H]1COC(=O)O1.O=C1OCCO1.O=C1OCCO1" lumo_ev=0.15 homo_ev=-10.628 charge=0 relative_energy_ev=0.000 fmax_ev_per_a=2.603
C 0.226 -2.134 -2.477 -0.88
C 1.270 -1.780 -3.515 0.80
C 2.697 -1.561 -2.962 0.87
O 3.522 -2.383 -3.765 -0.46
C 2.765 -3.343 -4.354 0.55
O 3.183 -4.322 -4.874 -0.56
O 1.466 -3.006 -4.284 -0.46
H 0.000 -1.269 -1.852 -0.18
H 0.546 -2.987 -1.885 0.43
H -0.711 -2.363 -2.991 0.38
H 0.991 -1.026 -4.241 0.13
H 2.720 -1.706 -1.882 -0.26
H 3.011 -0.535 -3.126 -0.36
C -0.624 -3.499 4.510 -0.94
C 0.265 -2.559 5.310 0.22
C 1.494 -2.072 4.527 0.46
O 1.352 -0.641 4.512 -0.36
C 0.169 -0.263 5.032 0.70
O -0.222 0.859 5.071 -0.57
O -0.507 -1.338 5.477 -0.34
H -0.762 -3.093 3.509 -0.04
H -1.610 -3.606 4.957 0.38
H -0.108 -4.464 4.525 0.41
H 0.417 -2.920 6.326 0.34
H 1.400 -2.410 3.497 -0.50
H 2.447 -2.275 5.002 0.36
C -5.570 1.597 1.189 -0.80
C -4.866 2.080 2.431 0.27
C -5.720 2.298 3.687 -0.51
O -5.296 1.271 4.593 -0.40
C -4.324 0.517 4.034 0.33
O -3.885 -0.481 4.507 -0.49
O -3.951 1.028 2.846 0.20
H -6.348 2.245 0.790 0.44
H -5.965 0.595 1.370 0.28
H -4.829 1.470 0.396 -0.12
H -4.169 2.902 2.259 0.34
H -6.777 2.128 3.498 0.28
H -5.523 3.255 4.161 0.30
C 0.848 4.473 -3.805 -1.42
C 1.866 4.844 -2.776 0.66
C 1.615 6.125 -1.960 -0.49
O 1.692 5.693 -0.607 -0.42
C 1.989 4.379 -0.541 0.52
O 2.094 3.755 0.457 -0.44
O 2.016 3.822 -1.781 -0.08
H 0.823 5.195 -4.617 0.43
H -0.133 4.383 -3.321 0.36
H 1.013 3.472 -4.207 0.17
H 2.851 4.945 -3.247 0.19
H 0.635 6.558 -2.169 0.33
H 2.361 6.887 -2.176 0.30
C 6.597 3.017 -1.868 -1.68
C 5.116 2.761 -1.681 1.12
C 4.642 1.451 -2.341 -0.62
O 3.869 0.824 -1.330 0.15
C 4.005 1.478 -0.152 0.39
O 3.486 1.145 0.858 -0.50
O 4.804 2.558 -0.306 -0.38
H 6.853 3.166 -2.913 0.37
H 7.174 2.217 -1.408 0.41
H 6.840 3.926 -1.309 0.40
H 4.501 3.588 -2.038 -0.42
H 5.477 0.780 -2.561 0.40
H 4.117 1.639 -3.277 0.39
C -5.061 -2.860 2.528 -1.49
C -3.823 -2.714 1.685 1.71
C -3.735 -3.886 0.662 -0.52
O -3.418 -3.238 -0.566 -0.40
C -3.685 -1.919 -0.459 0.39
O -3.559 -1.158 -1.368 -0.51
O -3.995 -1.608 0.795 -0.01
H -4.996 -3.650 3.275 0.38
H -5.911 -2.995 1.859 0.45
H -5.266 -1.954 3.104 0.16
H -2.892 -2.640 2.241 -0.78
H -4.677 -4.407 0.497 0.35
H -2.961 -4.577 0.990 0.32
C -2.631 1.617 -1.759 -1.36
C -2.094 0.869 -2.948 0.68
C -2.461 1.456 -4.307 -0.71
O -1.250 1.324 -5.043 -0.42
C -0.200 1.239 -4.172 0.16
O 0.929 1.395 -4.522 -0.59
O -0.650 1.064 -2.928 0.29
H -2.209 1.288 -0.810 -0.18
H -3.709 1.482 -1.661 0.39
H -2.392 2.682 -1.821 0.55
H -2.299 -0.195 -2.908 0.25
H -2.785 2.495 -4.233 0.31
H -3.218 0.840 -4.788 0.38
O 6.015 -4.155 2.317 -0.55
C 4.979 -4.038 1.752 0.57
O 4.807 -4.000 0.414 -0.34
C 3.431 -4.180 0.114 0.32
C 2.748 -3.747 1.403 0.39
O 3.785 -3.912 2.378 -0.38
H 3.072 -3.527 -0.680 -0.37
H 3.299 -5.199 -0.249 0.27
H 1.838 -4.304 1.610 0.34
H 2.515 -2.681 1.432 -0.20
O -0.346 -2.460 1.091 -0.58
C -0.325 -1.267 1.010 -0.34
O 0.683 -0.509 0.585 -0.32
C 0.364 0.893 0.783 0.49
C -0.956 0.828 1.568 -0.49
O -1.334 -0.510 1.475 0.36
H 1.171 1.401 1.304 0.29
H 0.318 1.361 -0.203 -0.36
H -1.649 1.600 1.223 0.27
H -0.792 1.164 2.598 0.40



No. 4
66
Properties=species:S:1:pos:R:3:mulliken_charge:R:1 method="wB97M-V/def2-TZVPD" lumo_ev=-5.49 homo_ev=-11.876 charge=+1 fmax_ev_per_a=6.100
C -5.945 -2.583 4.184 -0.82
C -4.894 -3.744 3.863 0.61
O -5.270 -4.712 3.161 -0.53
O -3.585 -3.618 4.452 -0.28
C -2.550 -3.902 3.474 -0.41
C -1.182 -4.205 4.299 -0.68
C -0.244 -2.900 4.380 -0.44
C 1.071 -3.115 3.423 -0.42
C 2.120 -1.961 3.836 -0.71
C 1.597 -0.558 3.218 -0.64
C 1.846 -0.563 1.606 -0.20
C 1.875 0.977 1.149 -0.69
C 1.857 1.214 -0.430 0.44
C 0.904 2.341 -0.966 -0.75
N 0.762 2.673 -2.377 0.30
C -0.211 3.794 -2.678 -1.21
C -1.757 3.326 -2.543 -0.57
C -2.477 3.138 -3.970 -0.51
S -3.804 1.840 -3.732 1.11
O -4.507 1.566 -5.033 -0.57
O -3.225 0.584 -3.116 -0.57
O -4.912 2.493 -2.628 -0.48
C 1.504 1.968 -3.409 0.43
C 1.337 2.275 -4.965 -0.44
C 2.716 2.536 -5.745 0.34
O 3.340 3.632 -5.712 -0.45
Cl 3.493 1.244 -6.818 -0.13
C 2.509 0.827 -2.996 0.45
F 3.281 0.093 -3.926 -0.29
C 2.701 0.454 -1.489 0.37
C 3.734 -0.676 -1.057 0.08
O 3.482 -1.893 -1.314 -0.53
O 4.961 -0.427 -0.375 -0.45
H -6.494 -2.769 5.187 0.25
H -5.352 -1.599 4.334 0.25
H -6.722 -2.406 3.368 0.30
H -2.325 -3.007 2.782 0.26
H -2.759 -4.856 2.861 0.30
H -0.609 -5.090 3.825 0.37
H -1.451 -4.534 5.371 0.33
H 0.182 -2.686 5.425 0.28
H -0.791 -1.994 3.928 0.12
H 0.689 -3.024 2.346 0.07
H 1.493 -4.168 3.566 0.45
H 2.215 -1.936 4.981 0.39
H 3.144 -2.261 3.384 0.25
H 2.257 0.262 3.698 0.42
H 0.512 -0.314 3.481 0.27
H 2.917 -0.988 1.480 0.10
H 1.094 -1.218 1.052 0.25
H 0.899 1.455 1.556 0.29
H 2.723 1.552 1.691 0.35
H 0.291 2.940 -0.195 0.36
H -0.048 4.559 -1.823 0.36
H 0.026 4.354 -3.643 0.56
H -2.306 4.164 -1.978 0.44
H -1.844 2.381 -1.882 0.48
H -1.767 2.867 -4.820 0.24
H -3.027 4.120 -4.206 0.41
H -5.785 2.120 -2.912 0.37
H 0.876 1.322 -5.438 0.45
H 0.622 3.126 -5.219 0.21
H 5.216 -1.291 0.029 0.43
O 5.402 2.564 -2.502 -0.63
H 5.027 1.791 -2.064 0.33
H 5.165 2.446 -3.432 0.31



No. 5
10
Properties=species:S:1:pos:R:3:mulliken_charge:R:1 method="wB97M-V/def2-TZVPD" smiles=N#CC1(F)CC1 lumo_ev=0.88 homo_ev=-10.651 charge=0 relative_energy_ev=1.716 fmax_ev_per_a=3.920
N 1.718 1.164 3.042 -0.36
C 1.317 0.649 2.105 0.05
C 1.178 -0.056 0.749 0.72
F 2.314 -0.862 0.393 -0.30
C -0.211 -0.611 0.294 -0.69
C 0.307 0.538 -0.366 -0.54
H -0.991 -0.643 0.982 0.31
H -0.029 -1.549 -0.182 0.25
H 0.808 0.203 -1.267 0.21
H 0.066 1.573 -0.377 0.34